Molecular formula: C22H25N3O5S
Method: DFT, ωB97M-V/def2-TZVPD

Its relative energy (zero: lowest compared OMol25 entry of this formula, charge and spin) is 45.05 kcal per mole. The value obtained for the total energy is -48763.676 eV. The spin multiplicity is 1. The net charge is 0. The SMILES is Cc1ccc(NC(=O)CN2C(=O)COc3ccc(S(=O)(=O)N4CCCC4)cc32)c(C)c1. As for the LUMO energy: 0.530 eV.

The geometry in XYZ format:
```
56
Properties=species:S:1:pos:R:3:mulliken_charge:R:1
C -5.998 -2.716 -1.667 -1.3993
C -4.954 -1.884 -0.987 0.6909
C -3.668 -2.361 -0.782 -1.0794
C -2.711 -1.576 -0.166 -0.6832
C -3.026 -0.293 0.262 0.6043
N -2.083 0.539 0.886 0.1277
C -0.813 0.269 1.242 0.9944
O -0.227 -0.788 1.118 -0.7147
C -0.116 1.510 1.832 -1.8680
N 0.232 2.454 0.783 0.3170
C -0.671 3.399 0.433 0.7565
O -1.790 3.444 0.916 -0.7042
C -0.219 4.372 -0.640 -0.4335
O 1.174 4.585 -0.706 -0.4996
C 1.924 3.449 -0.617 0.2000
C 3.170 3.407 -1.228 -1.0019
C 3.938 2.258 -1.151 -0.8345
C 3.451 1.156 -0.475 0.0802
S 4.453 -0.337 -0.456 1.2777
O 5.684 -0.029 0.214 -0.7080
O 4.531 -0.800 -1.816 -0.6755
N 3.543 -1.356 0.513 -0.0340
C 4.299 -2.182 1.439 -0.8724
C 4.405 -3.534 0.737 -0.5642
C 3.016 -3.671 0.110 -0.7463
C 2.608 -2.220 -0.205 -0.1708
C 2.226 1.187 0.161 0.2794
C 1.460 2.344 0.110 -0.0199
C -4.321 0.212 0.068 1.0599
C -4.703 1.586 0.536 -1.5723
C -5.256 -0.598 -0.554 -0.7981
H -6.193 -2.330 -2.667 0.2974
H -5.673 -3.750 -1.756 0.3657
H -6.933 -2.688 -1.111 0.3480
H -3.405 -3.357 -1.106 0.3316
H -1.717 -1.958 -0.009 0.5667
H -2.403 1.489 1.052 0.0076
H 0.790 1.208 2.356 0.5537
H -0.791 2.023 2.524 0.4577
H -0.677 5.346 -0.451 0.3457
H -0.593 3.996 -1.607 0.2030
H 3.514 4.282 -1.756 0.4502
H 4.905 2.199 -1.622 0.4631
H 3.727 -2.267 2.369 0.3612
H 5.256 -1.705 1.638 0.4514
H 5.168 -3.477 -0.040 0.2644
H 4.645 -4.347 1.419 0.4153
H 3.023 -4.291 -0.783 0.3266
H 2.322 -4.104 0.831 0.3481
H 1.591 -2.006 0.133 -0.1634
H 2.688 -1.996 -1.270 0.5061
H 1.882 0.307 0.676 0.7152
H -4.059 2.354 0.109 0.2952
H -4.638 1.657 1.622 0.3581
H -5.727 1.807 0.246 0.3771
H -6.256 -0.217 -0.706 0.3461
```